100
Properties=species:S:1:pos:R:3:forces:R:3:mulliken_charge:R:1 method="wB97M-V/def2-TZVPD" energy_ev=-85113.15950 total_charge=-1 homo_energy_ha=-0.14553 homo_lumo_gap_ev=4.786
S 4.76063 -0.65839 0.62996 0.76 -0.31 -2.31 -0.45
P 3.77057 0.21233 2.35330 -1.55 2.29 1.48 0.47
O 0.75769 -4.98420 -4.53268 -0.13 0.28 0.39 -0.67
O -0.90418 6.06210 3.87345 0.29 -0.25 0.21 -0.64
O 0.40879 4.34538 3.95618 -0.07 0.70 0.34 -0.63
O -0.49617 -10.25902 -9.22998 -0.06 0.41 0.25 -0.61
O 1.57667 -4.07006 -2.75316 -0.48 -0.15 -0.49 -0.57
O -3.13408 0.21014 0.57465 0.47 1.54 4.24 -0.51
O -6.15559 2.50886 -5.13153 0.05 -0.21 0.41 -0.62
O -1.66822 -8.62605 -8.43385 0.43 -0.26 -0.07 -0.60
O -6.54238 1.11930 -3.52036 0.23 0.35 -0.26 -0.61
N -0.61306 -9.21905 -8.59782 -0.40 -0.19 -0.18 0.99
N -2.57889 2.08364 1.95958 -0.84 -0.62 1.18 0.37
N -5.88226 1.99875 -4.05461 -0.32 -0.12 -0.18 1.02
N -0.05378 5.37431 4.42163 -0.09 -0.18 -0.45 1.00
N 0.66992 -4.26676 -3.54213 0.53 -0.02 0.27 1.00
C -2.38643 3.32884 -2.06863 -0.12 0.03 -0.14 -0.57
C 2.16734 0.64768 1.37133 -1.65 0.87 -0.80 -0.97
C 1.59242 -2.96496 1.37108 1.07 0.29 0.36 -0.72
C 0.37220 7.35502 7.56692 0.11 -0.21 -0.08 -0.45
C -1.21695 2.19303 2.57296 1.38 -0.16 -1.07 -0.41
C -0.73805 -2.74517 -2.19945 0.09 0.01 0.03 -0.32
C 3.07209 -1.46278 2.97871 -0.35 -4.34 0.90 -0.83
C 1.33435 1.86151 2.06313 -0.54 -0.21 -1.25 0.02
C 1.34985 6.60965 8.21963 0.00 -0.03 -0.04 -0.36
C -3.01550 -2.30044 -2.85065 0.03 -0.01 0.01 -0.44
C 4.49844 1.92983 1.83352 2.05 3.47 -0.44 -0.75
C 2.90761 -2.59562 1.88123 -2.19 -0.42 0.02 -0.11
C 1.42512 5.06424 6.37209 0.05 -0.17 -0.06 0.11
C 2.97000 -8.70729 -7.64910 -0.21 0.14 0.06 -0.33
C -0.60877 -3.59824 -3.29407 -0.73 0.39 0.13 -0.14
C -4.31531 1.88692 -2.14802 -0.01 -0.03 -0.01 -0.31
C -3.19073 -0.23490 3.03784 0.16 0.02 -0.40 -1.20
C -0.08523 6.95905 6.31520 -0.08 0.08 -0.01 -0.44
C -3.16164 2.31985 -1.50440 0.14 0.24 -0.12 0.11
C 1.82298 -9.27014 -8.19711 0.06 -0.10 -0.07 -0.42
C -1.94775 -2.09420 -1.98239 -0.02 -0.09 -0.14 -0.45
C -2.88259 -3.16172 -3.93587 0.17 0.05 0.16 -0.66
C -4.68159 2.46908 -3.36051 0.65 0.22 0.40 -0.11
C 0.59423 -8.64325 -8.00123 0.66 0.34 0.33 0.10
C 0.50082 -7.47009 -7.25537 -0.04 0.03 -0.01 -0.40
C -3.91403 3.48474 -3.92680 0.01 0.09 -0.13 -0.44
C 0.44130 5.81062 5.72811 0.28 0.25 0.81 -0.03
C -2.76322 3.91360 -3.27482 -0.11 -0.19 0.14 -0.47
C -1.67652 -3.81460 -4.16244 -0.03 -0.06 -0.12 -0.13
C 1.87871 5.46938 7.62255 -0.20 0.20 -0.04 -0.63
C -2.98782 0.68619 1.73141 -0.04 -1.52 -1.37 0.36
C 3.85443 3.44807 3.97485 1.32 -0.42 -0.35 -0.37
C -0.13980 1.96940 1.39477 0.16 0.37 1.43 0.21
C 1.65288 -6.91542 -6.70843 0.12 -0.06 -0.14 -0.27
C -3.52285 2.73060 2.92007 -0.55 0.70 0.61 -0.90
C 2.88462 -7.53131 -6.90925 -0.06 -0.06 -0.06 -0.51
C 4.81068 2.90121 3.05820 -1.10 0.41 -0.10 -0.40
H 3.96896 3.15030 5.08157 0.64 1.74 -1.37 0.08
H -2.66355 -1.22989 2.81350 -1.02 1.41 0.35 0.33
H 0.81641 -3.51449 2.01467 0.61 2.31 -0.45 0.24
H 3.87664 2.49214 1.06027 0.47 -0.93 0.84 0.32
H 3.02551 4.18323 3.71505 0.19 -2.33 -0.01 0.15
H 1.83709 2.88076 1.87810 -0.56 -1.68 0.67 -0.01
H 1.70076 6.91880 9.19948 -0.03 -0.03 -0.11 0.37
H 3.93276 -9.18368 -7.80100 -0.13 0.01 -0.01 0.37
H -2.05805 -1.42248 -1.13705 0.03 -0.08 -0.07 0.67
H 0.08653 -2.57636 -1.51624 0.01 -0.13 -0.20 0.36
H -1.48298 3.66049 -1.56593 -0.11 -0.06 -0.02 0.41
H -4.61978 2.44067 2.73240 1.66 0.46 0.17 0.32
H 3.77102 -3.22538 1.45637 -0.82 2.35 -0.02 0.34
H 1.84301 4.17183 5.91807 -0.15 0.15 -0.13 0.38
H -1.58458 -4.48049 -5.01303 0.18 0.06 0.17 0.47
H 1.42362 -0.21188 1.28063 1.04 0.83 0.13 -0.01
H -2.70880 0.22531 3.96170 -0.64 -0.53 -1.33 0.30
H -1.02095 1.43599 3.41587 -0.43 0.84 -1.10 0.36
H -0.84693 7.54776 5.81678 0.10 -0.22 -0.09 0.44
H 1.29939 -2.74384 0.28651 1.05 -1.77 1.16 0.10
H 3.13879 0.84772 3.51344 0.11 -0.22 0.02 -0.07
H 1.59169 -6.00066 -6.12836 0.00 -0.28 -0.16 0.42
H -3.39503 3.86377 2.79887 -0.33 -1.62 0.09 0.29
H 2.64252 4.89400 8.13420 -0.08 0.03 -0.12 0.38
H -3.26004 2.50909 4.02356 -0.46 0.11 -1.52 0.31
H -4.19522 3.94554 -4.86701 -0.12 -0.20 0.12 0.45
H 4.94341 0.03460 3.19015 0.32 -0.28 -0.39 0.14
H -3.95662 -1.78600 -2.68111 0.10 -0.05 -0.01 0.45
H -0.39551 1.00512 0.84420 0.29 1.32 0.53 0.16
H -0.21732 2.88620 0.71282 0.08 -1.46 0.70 -0.13
H 2.41255 0.97263 0.29023 -0.37 -0.52 1.59 0.24
H 3.78321 -7.09173 -6.48747 -0.12 -0.04 -0.03 0.39
H -4.30853 -0.38577 3.26940 1.73 0.12 -0.58 0.32
H 1.90252 -10.18614 -8.77133 -0.22 0.14 0.04 0.42
H 5.90616 3.23047 3.20140 -1.34 -1.98 0.77 0.28
H 5.50914 1.70530 1.32283 -1.45 0.53 0.83 0.42
H -2.15656 4.70164 -3.70836 -0.10 -0.08 0.00 0.39
H -0.45247 -6.97947 -7.09467 0.05 -0.20 -0.12 0.51
H -0.03550 8.24396 8.03635 0.02 -0.09 -0.09 0.36
H -1.07715 3.23155 3.04100 -0.48 -1.65 -1.00 -0.16
H 2.05740 -1.28124 3.47971 1.24 -0.18 -0.86 0.26
H -2.86440 1.86838 -0.56341 -0.13 0.15 -0.31 0.35
H -3.71945 -3.32067 -4.60752 0.12 -0.01 0.05 0.37
H 1.17002 1.68052 3.17708 0.59 0.30 -1.40 0.16
H 3.78811 -1.89376 3.77981 -0.80 1.07 -0.98 0.40
H -4.91040 1.10013 -1.69802 0.00 0.10 -0.17 0.50
H 4.69167 0.32639 -0.36321 -0.04 -0.80 1.16 0.10